{"formula": "C10H9Cl2NOW", "method": "the ωB97M-V functional and the def2-TZVPD basis", "lumo_energy_ev": [-9.4, -10.9], "s2": 2.127, "total_energy_ev": -40901.9267, "spin_multiplicity": 3, "e_homo_ev": [-16.5, -16.7], "de_lowest_kj_mol": 0.0, "orbital_gap_ev": [7.0986, 5.8289], "max_force_ev_per_a": 4.048, "molar_mass_g_mol": 413.93, "charge": 2, "symbols": ["W", "C", "H", "H", "H", "H", "H", "Cl", "C", "C", "C", "Cl", "C", "C", "C", "C", "N", "C", "C", "O", "H", "H", "H", "H"], "positions_angstrom": [[0.38, -1.26, -1.72], [0.68, -1.45, -3.84], [0.14, -0.63, -4.33], [1.76, -1.33, -3.96], [0.32, -2.43, -4.16], [0.30, -2.99, -1.64], [1.18, -2.81, -1.34], [2.55, 2.96, -0.90], [1.42, 2.22, 0.15], [1.05, 2.74, 1.39], [0.11, 2.11, 2.22], [-0.29, 2.82, 3.74], [-0.55, 0.89, 1.83], [-1.50, 0.17, 2.58], [-2.01, -1.01, 2.05], [-1.61, -1.48, 0.80], [-0.68, -0.79, 0.06], [-0.18, 0.37, 0.55], [0.81, 1.03, -0.28], [1.12, 0.62, -1.48], [1.52, 3.67, 1.71], [-1.79, 0.57, 3.55], [-2.74, -1.57, 2.63], [-1.97, -2.40, 0.37]], "mulliken_spin": [1.18, -0.05, 0.02, 0.00, 0.01, -0.05, -0.01, 0.04, 0.07, -0.04, 0.20, 0.10, 0.04, 0.02, 0.03, -0.06, 0.05, 0.14, 0.19, 0.11, 0.00, 0.00, 0.00, 0.00]}

=====

{"formula": "C10H9Cl2NS", "method": "the ωB97M-V functional and the def2-TZVPD basis", "lumo_energy_ev": [-0.6, -0.2], "total_energy_ev": -47880.3545, "spin_multiplicity": 1, "e_homo_ev": [-7.5, -7.5], "de_lowest_kj_mol": 247.6, "orbital_gap_ev": [6.9860, 7.2338], "max_force_ev_per_a": 5.777, "molar_mass_g_mol": 246.16, "symbols": ["C", "C", "C", "C", "C", "C", "C", "C", "C", "C", "N", "S", "Cl", "Cl", "H", "H", "H", "H", "H", "H", "H", "H", "H"], "positions_angstrom": [[-1.34, 0.43, -1.03], [-1.48, 1.69, -1.51], [0.89, 2.40, -1.24], [1.14, -2.44, 0.74], [1.42, 1.51, -0.36], [0.26, -2.97, -0.03], [-0.37, 0.24, 0.00], [-0.53, 2.80, -1.25], [0.63, -1.73, 1.93], [-0.82, -1.55, 1.71], [0.71, 0.71, 0.38], [-1.47, -2.61, 0.40], [0.90, -3.06, 3.30], [-1.83, -0.93, 2.99], [-2.09, -0.28, -1.36], [-2.31, 1.85, -2.19], [1.56, 2.89, -1.93], [2.19, -2.42, 0.61], [2.51, 1.37, -0.32], [0.28, -3.88, -0.70], [-0.83, 3.60, -2.05], [-0.75, 3.35, -0.33], [1.32, -0.96, 2.22]], "nbo_charge": [-0.38, -0.05, -0.21, -0.24, -0.02, -0.31, 0.45, -0.52, -0.25, -0.21, -0.52, 0.28, -0.16, 0.05, 0.25, 0.21, 0.22, 0.23, 0.20, 0.25, 0.23, 0.23, 0.26]}

=====

{"formula": "C10H9Cl3GaI2O6SY", "method": "the ωB97M-V functional and the def2-TZVPD basis", "lumo_energy_ev": -16.9, "total_energy_ev": -140776.8265, "spin_multiplicity": 1, "e_homo_ev": -21.9, "de_lowest_kj_mol": 0.0, "orbital_gap_ev": 4.9966, "max_force_ev_per_a": 8.292, "molar_mass_g_mol": 776.04, "charge": 4, "symbols": ["I", "I", "Y", "Ga", "S", "C", "C", "C", "C", "C", "C", "C", "C", "O", "O", "O", "O", "H", "H", "H", "H", "H", "H", "H", "H", "H", "Cl", "C", "Cl", "Cl", "C", "O", "O"], "positions_angstrom": [[-0.43, 3.66, 2.02], [-2.95, 2.33, 1.13], [-1.96, -0.47, 0.79], [1.62, 0.25, 1.08], [-0.03, 0.96, -0.26], [3.27, 0.14, -0.11], [2.36, -0.66, 2.55], [0.43, 1.02, -2.31], [-0.89, 1.27, -3.00], [1.03, -0.30, -2.71], [1.40, 2.18, -2.43], [-2.56, -3.09, 1.32], [-1.95, -1.90, -1.74], [3.05, -1.15, 3.33], [4.23, 0.19, -0.75], [-3.11, -4.10, 1.42], [-2.22, -2.36, -2.77], [-0.72, 1.42, -4.08], [-1.39, 2.16, -2.61], [-1.57, 0.42, -2.91], [1.31, -0.24, -3.77], [0.32, -1.12, -2.60], [1.93, -0.53, -2.12], [1.68, 2.37, -3.48], [2.32, 1.99, -1.88], [0.95, 3.10, -2.05], [-0.64, -2.03, 5.89], [-1.01, -1.56, 4.19], [-0.18, -2.72, 3.03], [-2.81, -1.72, 3.85], [-0.56, -0.15, 3.85], [-0.04, 0.64, 4.62], [-0.86, -0.01, 2.53]], "nbo_charge": [0.31, 0.14, 1.74, 1.35, -0.45, 0.47, 0.46, 0.21, -0.70, -0.67, -0.69, 0.42, 0.45, -0.09, -0.14, -0.29, -0.29, 0.33, 0.25, 0.22, 0.32, 0.22, 0.19, 0.32, 0.20, 0.25, 0.21, -0.17, 0.04, 0.12, 0.70, -0.42, -1.00]}

=====

{"formula": "C10H9ClNO", "method": "the ωB97M-V functional and the def2-TZVPD basis", "lumo_energy_ev": -4.8, "total_energy_ev": -26567.2145, "spin_multiplicity": 1, "e_homo_ev": -12.5, "de_lowest_kj_mol": 6.4, "orbital_gap_ev": 7.7734, "max_force_ev_per_a": 3.633, "smiles": "Cl[C@H](c1ccco1)[n+]1ccccc1", "molar_mass_g_mol": 194.64, "charge": 1, "symbols": ["Cl", "C", "C", "C", "C", "C", "O", "N", "C", "C", "C", "C", "C", "H", "H", "H", "H", "H", "H", "H", "H", "H"], "positions_angstrom": [[-0.65, -2.77, -0.22], [-0.41, -1.14, 0.66], [-1.64, -0.22, 0.32], [-2.92, -0.44, -0.10], [-3.53, 0.87, -0.26], [-2.55, 1.78, -0.06], [-1.40, 1.15, 0.33], [0.83, -0.55, 0.27], [1.73, -0.42, 1.20], [2.96, 0.13, 0.90], [3.25, 0.56, -0.44], [2.22, 0.33, -1.36], [1.02, -0.27, -0.98], [-0.33, -1.29, 1.80], [-3.18, -1.41, -0.39], [-4.55, 1.24, -0.31], [-2.66, 2.80, -0.27], [1.43, -0.91, 2.12], [3.69, 0.02, 1.61], [4.23, 0.82, -0.89], [2.28, 0.35, -2.40], [0.18, -0.63, -1.53]], "nbo_charge": [0.00, -0.03, 0.19, -0.24, -0.30, 0.12, -0.44, -0.30, 0.09, -0.19, -0.08, -0.21, 0.13, 0.25, 0.25, 0.26, 0.23, 0.24, 0.25, 0.27, 0.25, 0.26]}

=====

{"formula": "C10H9N2O", "method": "the ωB97M-V functional and the def2-TZVPD basis", "lumo_energy_ev": [1.9, 1.9], "total_energy_ev": -15540.0836, "spin_multiplicity": 1, "e_homo_ev": [-1.9, -1.9], "de_lowest_kj_mol": 306.7, "orbital_gap_ev": [3.8477, 3.8470], "max_force_ev_per_a": 3.823, "smiles": "[N-]=C=CCCc1ccccc1N=O", "molar_mass_g_mol": 173.20, "charge": -1, "symbols": ["N", "C", "C", "C", "C", "C", "C", "C", "C", "C", "C", "N", "O", "H", "H", "H", "H", "H", "H", "H", "H", "H"], "positions_angstrom": [[1.50, 2.43, -3.10], [1.66, 1.46, -2.43], [1.99, 0.28, -1.90], [1.22, -0.98, -2.01], [1.04, -1.65, -0.61], [0.41, -0.57, 0.28], [-0.96, -0.17, 0.10], [-1.51, 0.91, 0.81], [-0.63, 1.59, 1.68], [0.65, 1.19, 1.88], [1.26, 0.08, 1.25], [2.54, -0.47, 1.49], [3.11, 0.10, 2.47], [2.62, 0.51, -1.02], [1.80, -1.75, -2.64], [0.21, -0.81, -2.44], [1.92, -2.03, -0.20], [0.30, -2.52, -0.56], [-1.59, -0.65, -0.58], [-2.49, 1.30, 0.71], [-0.97, 2.25, 2.43], [1.32, 1.81, 2.55]], "nbo_charge": [-0.62, 0.26, -0.70, -0.37, -0.44, 0.14, -0.25, -0.15, -0.26, -0.15, -0.02, 0.12, -0.35, 0.20, 0.17, 0.19, 0.22, 0.18, 0.21, 0.21, 0.20, 0.22]}

=====

{"formula": "C10H9NO4", "method": "the ωB97M-V functional and the def2-TZVPD basis", "lumo_energy_ev": [-1.0, -1.0], "total_energy_ev": -20191.3176, "spin_multiplicity": 1, "e_homo_ev": [-8.5, -8.5], "de_lowest_kj_mol": 435.5, "orbital_gap_ev": [7.5210, 7.5242], "max_force_ev_per_a": 3.533, "molar_mass_g_mol": 207.18, "symbols": ["C", "C", "C", "C", "C", "C", "C", "C", "C", "C", "N", "O", "O", "O", "O", "H", "H", "H", "H", "H", "H", "H", "H", "H"], "positions_angstrom": [[-2.66, -1.52, -0.10], [-3.43, -0.34, 0.13], [-1.29, -1.46, -0.20], [-2.82, 0.93, 0.29], [-0.69, -0.19, -0.17], [-1.45, 0.92, 0.06], [0.72, -0.10, -0.41], [0.53, 2.30, -0.04], [1.33, 1.12, -0.41], [2.76, 1.49, -0.57], [1.94, -2.12, 0.62], [1.22, -1.25, -0.78], [1.00, 3.41, 0.18], [-0.77, 2.18, 0.20], [1.84, -1.55, 1.67], [-3.09, -2.44, 0.06], [-4.44, -0.46, 0.18], [-0.78, -2.35, -0.40], [-3.38, 1.78, 0.59], [3.08, 1.81, 0.44], [2.71, 2.39, -1.11], [3.27, 0.68, -0.99], [3.01, -2.20, 0.33], [1.38, -3.03, 0.42]], "nbo_charge": [-0.22, -0.17, -0.15, -0.26, -0.19, 0.38, 0.32, 0.73, -0.11, -0.64, 0.02, -0.56, -0.59, -0.47, -0.39, 0.20, 0.21, 0.21, 0.24, 0.24, 0.25, 0.21, 0.37, 0.37]}

=====

{"formula": "C10H9NOS", "method": "the ωB97M-V functional and the def2-TZVPD basis", "lumo_energy_ev": [0.1, -2.3], "total_energy_ev": -24884.8442, "spin_multiplicity": 1, "e_homo_ev": [-9.0, -7.4], "de_lowest_kj_mol": 392.3, "orbital_gap_ev": [9.0618, 5.0985], "max_force_ev_per_a": 4.368, "molar_mass_g_mol": 191.26, "symbols": ["C", "C", "C", "C", "C", "C", "C", "C", "C", "C", "N", "O", "S", "H", "H", "H", "H", "H", "H", "H", "H", "H"], "positions_angstrom": [[-3.30, 0.69, 0.71], [2.90, -0.22, 0.33], [3.15, 1.06, -0.20], [1.61, -0.48, 0.84], [2.12, 1.97, -0.30], [0.62, 0.53, 0.75], [0.86, 1.74, 0.12], [-0.71, 0.14, 1.38], [-2.51, -0.20, -0.07], [-2.88, -0.71, -1.42], [-3.74, 1.41, 1.47], [-1.40, -0.69, 0.46], [-0.46, 2.73, -0.35], [3.77, -1.01, 0.41], [4.14, 1.10, -0.63], [1.35, -1.37, 1.39], [2.40, 2.92, -0.78], [-0.64, -0.52, 2.38], [-1.30, 1.03, 1.63], [-2.01, -1.41, -1.71], [-2.87, 0.24, -2.07], [-3.84, -1.21, -1.35]], "nbo_charge": [0.17, -0.16, -0.23, -0.20, -0.17, -0.02, -0.25, -0.11, 0.26, -0.67, -0.31, -0.46, 0.10, 0.23, 0.23, 0.22, 0.23, 0.20, 0.23, 0.24, 0.24, 0.23]}

=====

{"formula": "C10H9P3", "method": "the ωB97M-V functional and the def2-TZVPD basis", "lumo_energy_ev": [-1.1, -1.3], "total_energy_ev": -38375.0368, "spin_multiplicity": 1, "e_homo_ev": [-7.8, -8.0], "de_lowest_kj_mol": 178.6, "orbital_gap_ev": [6.7230, 6.7600], "max_force_ev_per_a": 4.763, "molar_mass_g_mol": 222.10, "symbols": ["C", "C", "C", "C", "C", "C", "C", "C", "C", "C", "P", "P", "P", "H", "H", "H", "H", "H", "H", "H", "H", "H"], "positions_angstrom": [[1.86, -0.32, 2.39], [1.53, 0.68, 1.53], [0.97, -1.41, 2.60], [0.23, 0.76, 1.04], [-0.32, -1.31, 2.18], [-0.63, -0.22, 1.36], [-0.49, 0.99, -3.95], [0.58, 0.28, -3.44], [-2.75, 1.17, -1.89], [-2.03, 0.58, -0.96], [-2.02, 1.60, -3.53], [0.82, -0.33, -1.86], [-2.32, -0.26, 0.59], [2.95, -0.33, 2.79], [2.29, 1.40, 1.30], [1.19, -2.26, 3.06], [-0.15, 1.56, 0.26], [-1.04, -1.98, 2.26], [-0.44, 1.15, -5.15], [1.35, -0.20, -4.09], [-3.80, 1.26, -1.92], [-2.16, -1.51, 0.10]], "nbo_charge": [-0.20, -0.21, -0.19, -0.23, -0.21, -0.26, -0.67, -0.70, -0.66, -0.25, 0.71, 0.51, 0.58, 0.22, 0.22, 0.21, 0.24, 0.20, 0.25, 0.24, 0.24, -0.03]}